Formula: C3H10FN2
Source: the Open Molecules 2025 dataset
Level of theory: the ωB97M-V functional and the def2-TZVPD basis

Cartesian coordinates (Å):
F  -1.88969  1.06660  0.28538
C  0.56513  0.46051  0.56857
H  0.50000  0.66380  -1.45845
N  0.61692  1.30090  -0.72731
C  -1.09743  -1.19959  -0.37367
N  1.49694  -0.58577  0.49545
H  -0.92784  -0.74643  -1.34804
H  -1.32751  -0.37027  1.65831
H  1.98753  -0.94085  1.27407
H  -0.15275  1.96179  -0.65406
H  -2.01973  -1.69143  -0.33866
H  -0.26214  -1.97173  -0.07730
H  0.54767  1.09488  1.53831
H  1.55536  -0.83719  -0.47630
H  1.48690  1.87390  -0.95063
C  -1.07938  -0.07913  0.58431

- energy relative to the best compared isomer or geometry (same formula, charge and spin) (kJ/mol) = 120.3
- SMILES = C[C@H](F)[C@@H](N)[NH3+]
- frontier orbital gap (eV) = 10.4688
- LUMO energy (eV) = -3.606
- total energy (Ha) = -329.3816
- net charge = +1

Atom charges from the Mulliken analysis, given in e for atoms 1 to 6: F -0.34; C -0.30; H 0.32; N -0.35; C -1.24; N -0.44

Formula: C3H5F2N2
Source: the Open Molecules 2025 dataset
Level of theory: the ωB97M-V functional and the def2-TZVPD basis

Cartesian coordinates (Å):
H  -1.31077  1.10642  -1.13192
C  1.45765  -0.32519  -0.04492
F  -1.88540  -1.31606  -0.20194
H  -2.09498  -0.35971  1.32727
N  0.62382  0.46096  -0.69252
H  2.42214  -0.27953  -0.57620
N  1.21031  -1.04892  0.95629
C  -0.75986  0.88692  -0.31943
F  -0.90614  1.94779  0.56201
H  0.92510  1.08242  -1.45014
C  -1.47520  -0.28127  0.38970
H  1.79332  -1.87381  1.18180

- energy relative to the best compared isomer or geometry (same formula, charge and spin) (kJ/mol) = 337.5
- frontier orbital gap (eV) = 7.6157
- LUMO energy (eV) = -7.302
- total energy (Ha) = -426.1554
- net charge = +1

Atom charges from the Mulliken analysis, given in e for atoms 1 to 6: H 0.34; C 0.12; F -0.06; H 0.38; N -0.22; H 0.37

Formula: C6H6BrNO2
Source: the Open Molecules 2025 dataset
Level of theory: the ωB97M-V functional and the def2-TZVPD basis

Cartesian coordinates (Å):
H  3.05892  -0.25919  0.51309
O  -1.01815  1.83751  -0.18158
O  1.09704  -0.05049  -0.22304
H  2.61435  -1.14547  -1.10664
Br  -3.99500  -0.92092  0.12499
C  -1.48127  0.62715  -0.12816
H  -4.17024  2.30310  -0.16043
N  -0.34987  -1.86463  0.21736
C  -2.84331  0.53023  -0.18665
H  1.91371  -1.81195  0.35888
H  -1.83035  3.61103  -0.49657
H  0.36072  -2.53102  0.06696
C  -0.05354  -0.70455  -0.06396
C  -3.25606  1.90110  -0.21134
C  -2.07888  2.67735  -0.17860
C  2.27370  -0.88003  -0.07309

- energy relative to the best compared isomer or geometry (same formula, charge and spin) (kJ/mol) = 36.8
- frontier orbital gap (eV) = 9.4363
- LUMO energy (eV) = 0.765
- total energy (Ha) = -3011.3431

Atom charges from the Mulliken analysis, given in e for atoms 1 to 6: H 0.21; O -0.25; O -0.23; H 0.27; Br -0.14; C 0.34

Formula: C3H8OSSi
Source: the Open Molecules 2025 dataset
Level of theory: the ωB97M-V functional and the def2-TZVPD basis

Cartesian coordinates (Å):
H  -1.75872  0.49060  -1.19692
C  0.84711  0.27579  1.83789
O  2.17983  0.29557  -3.07735
H  0.74434  -0.08666  2.85094
Si  -0.22259  -0.58538  0.44868
C  0.58088  -0.44684  -1.28879
S  1.90551  0.39707  -1.61291
H  -0.52634  -1.97291  0.46535
H  -2.72039  -0.16939  0.14815
H  0.12318  -1.26246  -2.43680
C  -1.82709  0.37548  -0.01658
H  0.62185  1.28864  1.73853
H  -1.95157  1.23315  0.51614
H  2.00400  0.16735  1.62368

- energy relative to the best compared isomer or geometry (same formula, charge and spin) (kJ/mol) = 305.2
- frontier orbital gap (eV) = 9.2869
- LUMO energy (eV) = -0.079
- total energy (Ha) = -881.9127

Atom charges from the Mulliken analysis, given in e for atoms 1 to 6: H 0.25; C -1.05; O -0.54; H 0.34; Si 0.62; C -0.30

Formula: C7H5F2NO
Source: the Open Molecules 2025 dataset
Level of theory: the ωB97M-V functional and the def2-TZVPD basis

Cartesian coordinates (Å):
C  2.20087  -0.92918  0.17538
H  3.23377  -1.19073  0.28152
N  1.83341  0.38986  0.04267
H  -0.44181  2.32562  0.54983
C  -0.45283  1.57054  -0.22679
O  -2.17865  -1.85662  -0.22654
H  2.47364  1.16757  0.02088
C  -1.96428  0.55732  0.01734
H  -0.52890  1.99825  -1.22117
H  1.03416  -2.78043  0.23586
F  -2.42289  0.84029  1.25267
C  -1.44607  -0.91050  -0.09692
C  -0.01108  -0.83249  -0.01550
C  0.49805  0.46002  -0.07427
F  -2.91613  0.90664  -0.85518
C  1.08874  -1.71616  0.14022

- energy relative to the best compared isomer or geometry (same formula, charge and spin) (kJ/mol) = 0.0
- SMILES = O=C1c2cc[nH]c2CC1(F)F
- frontier orbital gap (eV) = 9.5520
- LUMO energy (eV) = 0.533
- total energy (Ha) = -599.4496

Atom charges from the Mulliken analysis, given in e for atoms 1 to 6: C -0.34; H 0.43; N 0.02; H 0.31; C -0.93; O -0.58

Formula: C26H32AlBBr2N8O2S2
Source: the Open Molecules 2025 dataset
Level of theory: the ωB97M-V functional and the def2-TZVPD basis

Cartesian coordinates (Å):
H  -3.53505  3.99737  -0.27350
C  2.93539  -0.38850  4.48210
H  -3.88932  -2.06036  -0.97859
N  -0.02242  -2.51165  -2.88825
C  -0.86341  -1.57813  -2.37030
C  0.11719  3.24034  -0.64668
C  -3.44594  3.03135  0.21578
H  -2.92457  -3.95295  -3.06399
H  -4.32604  0.65359  -3.65156
H  -0.26967  -2.71179  3.57982
C  4.01414  -0.34760  3.65422
N  -2.10077  -2.08516  -2.39913
C  3.85160  -0.16008  2.26027
Al  -0.15468  0.32903  0.36108
N  2.26704  0.17672  0.41337
C  0.15231  4.34610  1.30794
H  3.14904  1.77129  -1.94933
H  2.12121  0.36545  -2.22928
O  -0.07805  -2.05499  0.24365
C  -0.30083  2.48911  2.95417
C  1.63758  -0.26982  3.95457
H  1.86748  -3.30656  -3.22348
H  5.93380  -0.15722  1.67537
C  -0.25562  -3.23073  0.57378
H  3.88075  0.25329  -2.46769
C  -0.03360  3.01345  1.56827
H  -2.49828  2.98855  0.73197
S  -0.31171  0.00981  -1.99004
H  -0.37299  -5.14552  -0.16941
H  0.85631  2.33601  -2.49581
C  -4.01765  0.95069  -2.66354
C  -0.75248  -3.62412  -3.25916
C  0.09009  3.02252  -2.13334
B  -3.52689  -1.49804  -1.98338
C  -4.02428  2.16449  -2.07569
N  -0.75604  -3.65615  1.75355
N  -3.49295  0.04122  -1.76552
H  5.42290  0.28329  -0.69663
H  -4.25630  2.89961  0.93075
H  -1.95429  -3.23114  3.40357
C  4.62670  0.18191  0.03057
C  -2.03532  -3.35589  -2.93522
H  0.18121  5.13026  2.05360
C  1.41812  -2.33702  -3.02217
H  1.81741  -1.93095  -2.09671
C  1.40486  -0.12558  2.60015
H  -0.30260  -4.48617  -3.72305
C  -3.18602  0.68980  -0.63043
H  -0.87265  2.65365  -2.49162
C  4.91142  -0.05686  1.33484
H  -4.33631  3.13147  -2.43913
C  2.54637  -0.04585  1.74163
N  -0.04426  2.28866  0.36718
H  0.38821  5.40689  -0.65458
H  0.11940  -3.95597  -1.26616
H  0.59554  2.09925  3.43944
H  3.06772  -0.49745  5.55052
O  0.21439  -0.03865  2.06653
S  -2.49866  -0.01103  0.79093
Br  5.74796  -0.51692  4.40612
C  3.28718  0.31647  -0.41432
H  -1.05964  1.71016  2.98139
C  -1.09898  -2.80383  2.88268
H  -4.25414  -1.69995  -2.93244
H  -1.36248  -1.81739  2.53000
N  0.04967  -4.24377  -0.30845
H  -0.65348  3.32440  3.56205
C  3.08756  0.68263  -1.85471
H  0.27146  3.98895  -2.60634
H  1.65128  -1.65322  -3.83565
H  -0.75482  -4.64593  1.91485
N  -3.50333  1.99104  -0.80726
C  0.25392  4.48916  -0.09693
Br  0.18928  -0.25502  5.17273

- energy relative to the best compared isomer or geometry (same formula, charge and spin) (kJ/mol) = 44.9
- frontier orbital gap (eV) = 6.8073
- LUMO energy (eV) = 0.086
- total energy (Ha) = -7810.5122

Atom charges from the Mulliken analysis, given in e for atoms 1 to 6: H 0.30; C -0.22; H -0.09; N 0.02; C -0.94; C 0.72

Formula: C7H12INS2
Source: the Open Molecules 2025 dataset
Level of theory: the ωB97M-V functional and the def2-TZVPD basis

Cartesian coordinates (Å):
H  1.79189  0.37907  -0.38326
H  -0.01725  -3.15988  0.33420
H  1.04337  -0.13948  -2.45987
H  0.35389  3.13433  -0.48022
C  0.90048  0.96888  -0.59246
S  -2.67392  -1.98025  3.46905
H  1.38514  -1.93456  0.35415
H  -0.06463  0.61251  1.29650
H  2.09678  2.52895  -0.84313
C  -0.26019  0.46112  0.29103
C  -1.55164  -1.98645  2.31453
H  1.42159  2.57440  0.86437
H  -0.89066  -1.22436  -0.97087
H  -1.13391  1.02629  0.03535
S  0.11361  -2.24326  2.42017
H  -0.10099  1.23555  -2.50269
C  0.31319  -2.07145  0.59729
C  -0.75651  -1.07479  0.01115
H  1.53038  1.56817  -2.73723
I  -3.63527  -0.42317  0.61340
N  -1.95133  -1.50606  0.71320
C  0.82899  0.85741  -2.11487
C  1.25701  2.39703  -0.22978

- energy relative to the best compared isomer or geometry (same formula, charge and spin) (kJ/mol) = 0.0
- SMILES = CC(C)C[C@H]1CSC(=S)N1I
- frontier orbital gap (eV) = 8.3099
- LUMO energy (eV) = -0.209
- total energy (Ha) = -1422.6493

Atom charges from the Mulliken analysis, given in e for atoms 1 to 6: H 0.08; H 0.33; H 0.35; H 0.24; C 1.11; S -0.25

Formula: C8H16N2O8P
Source: the Open Molecules 2025 dataset
Level of theory: the ωB97M-V functional and the def2-TZVPD basis

Cartesian coordinates (Å):
N  -0.04012  -1.95052  1.02286
P  1.71263  2.34422  -0.92340
O  1.45781  -0.94876  -2.25439
H  0.89215  0.57475  0.75996
H  0.39706  3.99770  -1.09267
O  0.94689  3.64021  -0.38151
O  -3.95592  0.54802  1.05226
H  -2.44795  -0.59435  2.96033
C  -1.52674  -0.39362  2.41321
H  -0.77064  0.58808  0.47403
C  0.60696  0.16911  -2.41626
H  0.68656  -1.58709  3.02182
H  -0.51280  1.62933  -1.35318
H  -0.76298  -1.35321  -0.76337
H  2.29929  -1.19519  -0.41312
C  -1.34423  -1.56942  1.48064
H  1.33674  -2.97873  2.19187
C  0.14666  -1.19041  -0.16829
C  -3.37063  0.31158  -0.09012
O  2.77085  1.89969  -0.02436
N  0.17139  0.30257  0.08337
O  2.31094  2.81613  -2.34146
H  -0.75573  -0.25670  3.18521
O  -3.82313  -0.46149  -0.98026
H  2.76441  2.07962  -2.76811
H  1.91004  -1.36741  1.77277
C  1.40219  -1.53436  -0.95766
H  -1.72411  0.54365  1.86158
H  1.51986  -2.61500  -1.05694
C  1.01652  -1.94039  2.04534
C  0.41220  1.05719  -1.16782
H  -0.37228  -0.11381  -2.81996
O  -2.28309  -2.15101  1.03810
H  1.06336  0.79487  -3.18987
O  -2.13417  0.90476  -0.20059

- frontier orbital gap (eV) = 4.5278
- LUMO energy (eV) = 2.135
- total energy (Ha) = -1367.2767
- net charge = -1

Atom charges from the Mulliken analysis, given in e for atoms 1 to 6: N 0.11; P 0.83; O -0.40; H 0.60; H 0.34; O -0.51

Question: What is the formula in the second record?
Answer: C3H5F2N2